Below is 15 unconnected molecules or ions with the total composition C6H40O14 at a distorted geometry, with properties calculated with the ωB97M-V functional and the def2-TZVPD basis.

Structure (ORCA input):
```
! RIJCOSX wB97M-V def2-TZVPD def2/J DEFGRID3
* xyz 0 1
C 2.43054 -0.96682 1.92377
C 1.25267 -0.00824 1.77037
C 0.54953 -0.07807 0.43417
C -0.74861 0.15802 0.34630
C 1.40949 -0.33190 -0.74705
C 0.95594 -1.53695 -1.59459
H 2.33627 -1.89211 1.27534
H 2.51266 -1.34471 2.94852
H 3.39950 -0.64310 1.76477
H 0.54241 0.14987 2.58949
H 1.68432 1.05289 1.85933
H -1.29867 0.34342 1.31179
H -1.35016 0.36466 -0.58907
H 2.48213 -0.38010 -0.66446
H 1.50125 0.46412 -1.50099
H 1.04429 -2.44403 -0.98324
H 1.69335 -1.82589 -2.35273
H 0.04476 -1.24094 -2.02597
H -1.15549 0.89476 4.50039
H -2.49018 0.27230 4.02307
O -1.67915 0.72372 3.73197
H 0.14412 3.12587 -3.61713
H -0.24060 3.19159 -2.10560
O -0.59588 3.14166 -3.00798
H 1.88174 4.16309 -0.41542
H 0.97685 3.06397 -0.27909
O 1.76863 3.28797 -0.82619
H -1.24167 -1.34300 3.51917
H -0.85570 -2.43048 4.41093
O -1.62297 -1.85523 4.27208
H -1.74579 3.39925 -0.00319
H -1.15346 4.23997 1.11391
O -0.88103 3.68813 0.34266
H -3.05413 -2.34685 0.63877
H -2.37392 -2.38509 2.00230
O -3.24559 -2.20462 1.58737
H 0.07650 -3.23895 1.60982
H -1.02097 -4.19016 1.30972
O -0.45839 -3.92150 2.02847
H 3.59860 1.28392 -0.19938
H 5.09464 1.42821 0.20888
O 4.27928 0.89981 0.32980
H -2.92031 -2.60375 -2.68384
H -2.15612 -1.31525 -2.38858
O -2.32802 -2.22280 -2.03480
H -1.06369 1.50776 -3.03704
H -0.39643 0.25719 -2.60220
O -1.29134 0.56361 -2.79998
H 3.64491 -2.52225 -1.07742
H 4.10566 -1.51504 0.07387
O 4.14515 -2.40592 -0.27766
H -2.68825 1.53378 -1.32942
H -3.60414 1.62751 -0.14691
O -2.90923 2.13515 -0.60075
H -3.82061 -0.48818 0.97876
H -3.35322 -0.51724 -0.47683
O -4.02159 -0.11586 0.08100
H 1.76970 1.59221 -3.70254
H 1.11160 0.97825 -4.90995
O 1.32882 0.78235 -4.00679
*
```

Computed properties:
E_LUMO ... -0.07 eV
F_max ... 0.0707 hartree/bohr
Energy above the lowest of the compared OMol25 structures with the same formula, charge and spin ... 83.14 kcal/mol
Orbital gap ... 9.0 eV